Entry 1:
Computed, not measured: a cluster of 6 separate species, C26H64F6N4O14S2 in total in a non-equilibrium geometry, with ωB97M-V/def2-TZVPD.

The geometry in XYZ format:
```
116
Properties=species:S:1:pos:R:3:forces:R:3
S -4.4368 7.8419 3.9411 -0.35 -1.34 0.22
S -8.1105 11.7118 7.4239 -1.06 -0.03 -0.15
F -6.6809 8.7213 5.1287 -0.75 -0.02 0.39
F -4.8512 9.0131 6.3021 -0.47 -0.04 0.48
F -6.0882 13.4160 7.3922 -0.80 0.74 1.06
F -8.0473 14.3230 6.7898 0.29 0.06 0.57
F -5.2543 10.2685 4.6099 -0.42 0.43 -0.02
F -6.9009 12.9661 5.5261 -0.95 0.31 0.01
O -16.5991 11.9064 9.9153 0.66 0.30 -0.76
O -10.1136 13.4033 10.0912 -0.68 1.03 0.95
O -13.8702 12.0608 6.6406 -0.47 -0.20 0.10
O -7.6382 9.0907 10.5973 -0.65 0.37 -0.19
O -10.3487 19.6368 6.7059 0.35 -0.79 0.03
O -7.2333 10.6283 7.1893 0.82 -0.52 -0.22
O -3.1321 8.4633 3.9133 -0.11 -0.33 0.46
O -4.5719 6.5052 4.5646 0.30 1.99 -0.24
O -11.1903 8.6435 4.2753 -0.96 -0.29 1.01
O -8.6044 17.2239 3.6096 -0.63 0.17 -0.20
O -8.3268 11.9990 8.8405 0.04 -0.35 -0.50
O -12.2669 10.0333 9.1306 0.17 0.16 0.02
O -5.1872 7.9720 2.7156 -0.39 0.17 -0.26
O -9.3508 11.6474 6.6377 0.07 0.44 0.56
N -8.4569 11.6468 11.5530 -1.15 -0.39 0.19
N -7.6947 18.8142 5.9235 -0.61 -0.10 0.15
N -10.6643 9.1498 7.0572 0.24 -1.39 1.64
N -16.1175 10.8499 7.5629 -0.08 -0.90 -0.13
C -5.3838 9.0211 5.0679 1.87 -0.83 -0.88
C -10.8531 10.2696 9.2414 -1.31 -1.09 -1.16
C -8.8747 13.8638 10.5711 1.20 -0.07 -0.28
C -6.8413 17.9327 5.0515 -0.04 -0.29 1.30
C -8.5241 13.1447 11.8731 0.36 -0.76 -1.43
C -14.3247 10.9604 5.8443 0.77 0.70 0.49
C -6.4979 8.9465 9.7814 1.90 -0.57 -0.88
C -12.3524 8.2293 3.5786 0.75 -0.41 -0.97
C -10.6087 7.6455 5.1226 0.48 0.75 -0.86
C -8.5188 19.8862 5.2372 0.55 0.11 -0.07
C -12.5472 12.4131 6.2894 0.95 1.38 0.22
C -10.2188 9.0839 8.5081 1.01 1.35 -0.40
C -8.9166 16.2709 2.5961 1.21 -1.00 -0.21
C -7.3011 9.4663 11.8926 -0.59 -0.23 1.30
C -7.2474 10.9498 12.0825 1.24 1.72 -0.73
C -9.3946 20.5583 6.2754 0.50 0.05 0.01
C -13.0612 11.0560 9.7072 -0.56 -0.68 -0.12
C -10.7623 14.3057 9.2210 0.18 -0.21 -1.14
C -17.4926 10.8877 9.5700 0.11 -1.26 -0.53
C -9.7541 8.4438 6.0810 0.35 0.21 -0.83
C -7.2703 13.2318 6.7972 1.51 -1.54 -1.87
C -16.1702 11.8524 11.2684 -0.22 0.46 0.68
C -7.6487 16.7500 4.5176 0.78 0.59 -0.81
C -17.5341 10.6304 8.0415 0.48 0.89 0.61
C -11.3793 20.1563 7.5359 -0.62 0.36 -1.16
C -15.8047 10.7201 6.1009 -0.11 1.03 -0.32
H -11.9165 11.5866 5.9614 -0.31 -0.08 -0.32
H -9.2339 13.3517 12.6666 0.13 -0.18 0.18
H -7.1506 11.2852 13.1152 0.09 -0.44 0.12
H -12.2047 20.4224 6.8628 0.02 0.31 0.22
H -6.2987 18.5721 4.3583 -0.45 -0.20 -0.49
H -17.7224 9.5829 7.8253 -0.50 0.08 0.05
H -8.3579 18.2150 6.4249 -0.15 0.00 -0.13
H -9.0215 19.3860 4.4123 -0.31 -0.01 0.21
H -8.0567 9.1957 12.6472 -0.31 -0.82 -0.64
H -13.2263 8.0078 4.1984 0.03 0.30 0.25
H -10.4279 8.1207 8.9629 -0.09 -0.05 -0.17
H -6.4299 11.4132 11.5194 0.07 -0.13 0.09
H -17.1335 9.9147 9.9266 -0.26 0.17 0.91
H -10.7242 10.1608 6.8990 0.03 -0.12 -0.77
H -16.3840 11.4908 5.5934 0.01 0.12 0.09
H -13.6484 10.1475 6.1263 -0.43 -0.55 -0.30
H -9.2461 9.2548 5.5607 0.12 -0.20 -0.19
H -11.0305 21.0577 8.0407 -0.17 -0.25 0.47
H -8.7143 14.9386 10.7009 -0.94 0.18 0.29
H -8.1496 13.6080 9.7866 0.14 0.16 0.65
H -17.0617 11.8889 11.8955 0.16 -0.41 0.29
H -8.1441 16.1514 5.2862 0.27 0.11 0.32
H -7.1032 19.1805 6.6701 -0.08 0.53 -0.19
H -7.8126 20.5905 4.7985 0.03 0.07 0.12
H -16.1493 9.7776 5.6812 0.07 -0.22 0.41
H -9.6911 16.5930 1.9108 -0.02 0.45 0.25
H -10.3827 14.2562 8.1901 0.38 -0.34 0.08
H -8.9657 7.8267 6.5116 -0.32 0.13 0.69
H -10.6370 15.3600 9.4737 -0.32 -0.07 0.61
H -8.7249 20.8362 7.1039 -0.11 0.18 0.17
H -10.0238 6.9856 4.4795 0.31 -0.09 0.28
H -15.4998 11.0200 11.4910 -0.47 -0.45 -0.14
H -9.1467 9.2616 8.4162 0.08 -0.26 0.52
H -15.7308 11.7063 7.9786 -0.07 0.16 -0.25
H -13.9863 10.5096 9.9129 -0.04 0.38 0.62
H -9.1570 15.2715 2.9752 -0.45 0.25 0.49
H -7.9861 16.0651 2.0549 -0.14 0.28 -0.41
H -10.6940 11.1927 8.6820 0.79 0.16 0.59
H -14.1663 11.2248 4.7968 -0.17 -0.39 -0.16
H -11.7989 13.9894 9.1284 -0.17 0.30 0.42
H -6.0839 17.5968 5.7642 0.05 -0.48 -0.28
H -6.3953 8.9596 12.2281 0.25 0.31 0.03
H -11.3129 7.0042 5.6687 -0.40 0.20 -0.08
H -7.4848 13.3499 12.1166 -0.18 0.56 0.41
H -12.5236 13.2564 5.5911 -0.29 -0.56 -0.71
H -9.2818 11.1274 11.8648 -0.02 0.38 0.30
H -8.5235 11.5565 10.5247 0.51 -0.05 -0.34
H -6.6956 8.8313 8.7178 -0.78 -0.10 0.18
H -12.1413 7.3250 2.9969 -0.01 -0.09 0.10
H -11.9858 12.8965 7.0973 -0.53 -0.58 0.61
H -13.3582 11.8729 9.0416 0.55 -0.01 -0.29
H -9.8031 21.4995 5.8972 -0.21 -0.15 -0.22
H -10.5748 10.2609 10.2956 0.22 0.30 -0.08
H -11.5549 8.6589 7.0449 -0.36 0.62 -0.34
H -6.8931 16.1275 4.0250 -0.16 -0.26 -0.05
H -18.2953 11.2880 7.6284 0.54 0.07 -0.81
H -15.5816 12.7257 11.5516 -0.18 0.30 -0.64
H -5.7675 9.7632 9.7688 -0.47 0.53 0.49
H -15.6078 10.0954 8.0299 0.25 0.17 0.10
H -18.5109 11.1211 9.8783 -0.01 -0.27 0.37
H -12.5878 11.4748 10.5976 -0.22 -0.12 0.16
H -12.5249 9.0018 2.8312 -0.39 0.10 0.22
H -11.7853 19.3636 8.1596 0.48 0.12 0.37
H -5.8916 8.0856 10.0804 -0.32 -0.20 0.18
```
Positions in Å, forces in eV/Å.

Computed properties:
LUMO energy ... -4.767 eV
Energy relative to the best compared isomer or geometry (same formula, charge and spin) ... 1.936 eV
M ... 834.93 Da
Total charge ... +2

=====

Entry 2:
Computed, not measured: a structure of composition C25H23ClN2O5RuS5, with ωB97M-V/def2-TZVPD.

The geometry in XYZ format:
```
62
Properties=species:S:1:pos:R:3:forces:R:3
Ru 0.6738 0.1826 -0.0670 0.46 -0.24 0.86
Cl -4.1777 -4.8458 1.4180 0.00 0.00 0.01
S 2.9369 -0.7131 -5.8856 -0.16 0.07 0.02
S -2.0772 -2.9333 -3.8307 0.01 0.01 0.04
S 1.4800 -0.5284 -3.2954 -0.07 0.06 -0.13
S -0.6958 -1.1383 -1.3062 -0.16 0.28 -0.71
S 0.3066 -2.0479 -5.4245 -0.01 0.13 -0.02
O 0.0502 -0.9926 1.5210 -0.27 -0.34 0.41
O -0.8068 1.5951 0.0617 0.17 0.09 0.26
O -0.2335 -1.6081 4.3266 -0.08 0.08 -0.08
O 1.5784 0.4736 2.0804 -0.03 -0.02 -0.23
O 2.2827 -1.0700 -0.2764 0.06 0.02 0.09
N 0.8500 2.9422 -0.8057 -0.11 -0.23 0.09
N 1.5744 1.7445 -0.7389 -0.06 0.42 -0.59
C 3.4255 -0.6183 -0.5827 -0.05 0.01 -0.13
C 0.8515 -0.5006 2.3690 -0.12 0.00 0.01
C -1.3077 3.8796 -0.3477 0.05 -0.02 -0.01
C 1.6220 -1.0525 -4.9396 0.18 -0.26 0.11
C 2.8766 1.8094 -0.9829 -0.04 0.13 0.00
C 0.9789 -1.1634 3.7268 0.04 -0.01 0.06
C -1.1120 -2.3899 3.5998 0.11 -0.01 0.02
C 3.4558 3.1462 -1.3447 0.00 0.00 0.00
C -3.2926 -2.5788 2.6060 0.00 0.02 0.01
C -3.2618 -1.5677 -3.7585 -0.06 0.03 0.01
C 0.5082 -4.3305 3.6285 0.03 -0.02 0.01
C 4.5338 -1.6413 -0.6370 0.00 0.00 0.00
C -2.5845 3.7045 0.1742 0.00 0.00 -0.01
C -2.9933 -3.8857 2.2681 -0.03 -0.04 -0.02
C -0.9398 5.1264 -0.8476 0.01 0.00 0.01
C -0.0218 -1.3256 -2.9006 0.02 -0.22 0.00
C -3.4819 4.7625 0.1979 -0.02 0.01 0.01
C -0.5751 -2.0374 -3.9137 0.11 0.05 0.07
C 3.7347 0.7053 -0.9150 0.07 -0.06 0.08
C -1.7765 -4.4516 2.5972 0.00 0.01 0.02
C -0.3579 2.7294 -0.3614 -0.06 0.04 -0.17
C -3.1120 6.0033 -0.2999 0.00 0.00 -0.01
C -1.8371 6.1813 -0.8235 -0.01 0.01 0.00
C -0.8141 -3.7124 3.2766 -0.02 0.07 -0.01
C -2.3401 -1.8343 3.2780 0.01 -0.04 0.01
H -2.5228 -0.7999 3.5351 0.01 0.01 0.00
H 1.6901 -1.9887 3.6171 0.01 0.02 -0.03
H -4.4743 4.6168 0.6068 0.00 0.00 0.00
H -1.5741 -5.4797 2.3259 0.00 0.00 0.00
H 0.8677 -3.9647 4.5907 -0.01 -0.01 0.01
H -3.8136 6.8283 -0.2835 0.00 0.00 0.00
H 4.1889 -2.5687 -0.1856 0.02 0.00 0.00
H -3.0186 -0.9102 -2.9258 0.01 -0.01 0.00
H -2.8561 2.7297 0.5555 0.00 -0.01 0.00
H -3.2795 -1.0096 -4.6924 0.03 -0.02 -0.01
H 4.5206 3.0562 -1.5470 0.00 0.01 0.00
H -1.5429 7.1474 -1.2151 0.00 0.00 0.00
H -4.2395 -2.0162 -3.5842 0.00 0.00 -0.01
H -4.2452 -2.1486 2.3311 0.00 0.00 0.00
H 1.2634 -4.0944 2.8750 -0.01 0.01 -0.01
H 3.2898 3.8535 -0.5317 0.00 0.00 0.01
H 5.4219 -1.2826 -0.1161 0.00 0.00 0.00
H 4.8105 -1.8342 -1.6755 -0.02 0.00 -0.01
H 4.7709 0.8986 -1.1562 0.00 0.00 0.00
H 0.4222 -5.4156 3.6793 0.00 0.00 0.00
H 0.0556 5.2492 -1.2517 0.00 0.00 0.00
H 1.4006 -0.4389 4.4193 -0.01 -0.02 0.01
H 2.9431 3.5540 -2.2156 0.00 -0.01 -0.01
```
Positions in Å, forces in eV/Å.

Computed properties:
LUMO energy (spin up / spin down) ... 2.463 / 2.101 eV
Energy relative to the best compared isomer or geometry (same formula, charge and spin) ... 0.518 eV
⟨S²⟩ ... 0.761
M ... 728.33 Da
Total charge ... -1
2S+1 ... 2

=====

Entry 3:
Computed, not measured: a structure of composition C20H60O10S6 in a non-equilibrium geometry, with ωB97M-V/def2-TZVPD.

The geometry in XYZ format:
```
96
Properties=species:S:1:pos:R:3:forces:R:3
S 27.1550 35.1840 50.2120 0.91 1.11 0.06
S 31.6890 31.3850 53.1850 1.81 0.43 0.75
S 26.5800 38.6000 48.9870 -4.30 1.35 -0.42
S 31.7410 35.5210 49.5880 1.39 -4.54 -1.16
S 31.1910 35.8080 55.8560 0.69 -1.34 -4.30
S 21.6450 31.9310 48.2730 -0.83 -2.38 -3.11
O 26.8400 33.4500 56.3970 4.85 -0.51 -9.17
O 27.9270 38.2160 51.8830 2.27 5.26 4.17
O 22.0840 30.4640 48.1350 -0.41 2.02 0.75
O 25.1670 38.8370 48.3250 2.33 0.06 1.38
O 30.7660 34.3780 49.4530 0.23 0.31 -0.01
O 32.4090 32.0860 54.3300 -1.03 -0.88 -1.36
O 27.1200 36.5370 50.9400 -2.04 -6.21 -2.43
O 24.4460 37.0170 46.6880 0.84 -1.63 -0.01
O 32.2150 34.8990 55.1010 -1.83 1.03 2.11
O 23.0120 31.7440 53.8050 0.59 0.66 1.91
C 21.9260 32.4850 49.8840 -6.92 7.69 -1.69
C 25.5940 34.7780 49.5740 -4.60 0.88 -0.89
C 21.8460 33.6710 53.0190 3.65 -0.45 -4.96
C 27.2040 38.3650 53.1600 -0.28 -6.24 -3.00
C 22.8930 32.8310 47.3640 2.36 -1.08 -0.66
C 30.9930 36.6110 50.5740 -2.39 6.32 2.55
C 23.1820 33.1160 53.3940 0.26 -1.61 0.45
C 23.4780 37.2110 45.7560 -0.59 -3.38 -2.50
C 31.8060 36.3830 48.0460 -1.30 2.70 2.95
C 26.7410 32.6960 54.1300 3.08 0.80 -2.16
C 27.2650 40.2750 49.0090 1.89 2.84 -0.01
C 26.6010 32.2940 55.5770 -0.23 -2.46 0.99
C 29.4860 35.2910 55.2340 1.01 -0.80 0.60
C 27.2160 33.9490 51.4680 2.19 -1.21 -0.14
C 29.9980 31.8040 53.3120 -2.59 -10.21 -0.14
C 27.5330 37.8500 47.7450 2.36 -0.80 -2.16
C 23.6050 35.9150 44.7640 -0.77 5.48 0.53
C 25.7230 38.3650 52.8970 -1.92 1.15 -2.35
C 31.6450 29.7040 53.7680 1.43 -2.52 -6.11
C 31.3730 37.2190 54.6630 4.24 -6.93 -0.83
H 25.1690 35.4180 48.7130 1.41 -0.53 1.03
H 26.7070 31.9340 53.3140 -0.05 -0.29 1.25
H 27.7730 33.3240 53.7160 -2.83 -1.75 2.24
H 25.3090 37.6920 51.9230 1.21 1.34 3.37
H 30.7410 36.7520 47.9970 1.16 -0.31 -1.11
H 25.1940 38.3430 53.8670 -0.20 -0.84 -0.59
H 28.6970 35.8080 55.7490 -0.31 0.80 -0.19
H 23.8910 33.0380 52.5720 0.02 0.70 -0.43
H 27.3830 37.3110 53.7010 0.12 2.42 -0.39
H 21.2780 33.0960 52.2790 0.40 0.24 0.28
H 24.4880 36.0090 44.2150 1.43 1.22 -1.48
H 32.4440 37.2430 54.6990 0.57 1.32 0.43
H 22.8110 35.8100 44.1070 -1.64 -0.14 -1.27
H 30.7800 37.9140 54.8870 -4.20 6.27 1.54
H 27.4760 37.6950 51.2320 -0.47 0.52 0.09
H 27.3890 31.4540 55.7930 -1.33 1.47 -0.03
H 23.8740 35.0400 45.1260 0.22 -4.23 3.16
H 28.4630 37.5270 48.3360 -0.67 0.87 -1.27
H 27.4490 39.2020 53.7130 1.15 1.56 1.00
H 31.2820 37.7580 50.3580 0.17 -2.54 0.67
H 25.4670 39.3990 52.5550 0.10 -0.51 -0.04
H 25.4830 33.7530 49.2170 0.76 -0.10 0.03
H 25.5120 31.7730 55.7920 2.58 1.48 -0.61
H 29.8890 36.7990 50.5150 0.49 -1.01 -0.50
H 24.7120 34.8790 50.3010 1.49 -0.01 -0.27
H 23.7150 33.6470 54.2290 -0.81 -0.44 -0.67
H 20.8890 32.2850 50.4240 1.96 0.73 -1.17
H 26.5110 41.0720 49.3470 0.48 -1.85 -0.25
H 31.4540 28.7420 52.9660 0.28 3.08 1.95
H 23.6050 38.0900 45.1610 0.42 0.72 -0.59
H 27.4670 40.6190 47.8980 0.10 -0.82 2.20
H 21.9720 34.6950 52.7300 0.58 0.76 -1.63
H 28.3930 34.0410 51.7970 -3.28 0.16 0.33
H 29.3760 34.3010 55.6260 0.13 -0.83 0.43
H 23.0700 32.5680 46.2590 -0.94 -0.21 1.77
H 22.5130 37.3270 46.2150 -0.88 -0.38 0.18
H 32.6670 29.6670 53.9970 1.39 -0.68 0.88
H 27.6500 38.6130 46.8900 0.47 -1.06 1.39
H 24.5550 37.8490 47.0920 0.93 1.74 1.80
H 32.4520 37.2100 48.4660 -0.45 -0.36 -1.39
H 26.4200 33.4620 57.1230 -5.02 -0.34 8.34
H 25.9440 33.3200 53.8650 -1.16 1.28 -0.10
H 22.1450 33.7300 49.9000 -0.55 -3.70 0.09
H 30.0540 32.7210 53.1600 -0.52 8.48 -1.06
H 31.0380 29.6240 54.5400 -2.67 -0.43 3.79
H 22.7850 31.1710 53.0940 -0.26 -0.33 -1.04
H 23.8140 32.4830 47.9090 -0.43 0.62 -0.67
H 22.8130 33.8960 47.3750 -0.28 0.78 0.44
H 32.2690 35.8190 47.2880 0.16 -0.59 -0.93
H 31.2520 36.7770 53.6820 -0.76 -0.15 0.00
H 22.5180 31.9390 50.3540 6.06 -4.48 4.01
H 31.1380 36.4070 51.6600 0.35 0.00 -0.97
H 27.2410 36.8940 47.1730 -0.60 1.38 1.58
H 26.2620 33.8490 52.1030 2.07 0.74 -0.62
H 29.3610 35.1340 54.1510 0.39 0.90 0.27
H 21.2860 33.9560 53.7270 -4.42 0.57 6.33
H 29.5210 31.4120 54.2450 0.58 0.91 -0.48
H 27.3580 32.9850 50.9300 -0.50 0.44 -0.02
H 29.4090 31.2100 52.4370 1.43 1.61 1.72
H 28.1910 40.4820 49.8090 -2.20 -1.11 -2.46
```
Positions in Å, forces in eV/Å.

Computed properties:
LUMO energy ... 0.155 eV
Energy relative to the best compared isomer or geometry (same formula, charge and spin) ... 3.293 eV
M ... 653.09 Da
Total charge ... 0